(1)
{"formula": "C43H52BIN7Y", "method": "wB97M-V/def2-TZVPD", "e_tot_ha": -2413.9595, "total_charge": 0, "spin_multiplicity": 1, "relative_energy_kj_mol": 325.49, "symbols": ["Y", "C", "C", "C", "C", "C", "N", "N", "B", "N", "N", "C", "C", "C", "C", "C", "N", "N", "C", "C", "C", "C", "C", "H", "H", "H", "H", "H", "H", "H", "H", "H", "H", "H", "H", "H", "H", "H", "H", "H", "H", "H", "H", "H", "H", "I", "C", "C", "C", "C", "C", "C", "C", "C", "C", "C", "H", "H", "H", "H", "H", "H", "C", "C", "C", "C", "C", "C", "C", "C", "N", "C", "C", "C", "C", "C", "C", "C", "C", "C", "C", "H", "H", "H", "H", "H", "H", "H", "H", "H", "H", "H", "H", "H", "H", "H", "H", "H", "H", "H", "H", "H", "H", "H", "H"], "xyz": [[0.227, 0.615, 0.352], [3.435, -2.849, 0.573], [2.541, -2.148, 1.498], [1.725, -2.701, 2.580], [1.133, -1.601, 3.185], [0.072, -1.604, 4.229], [1.592, -0.433, 2.525], [2.326, -0.876, 1.402], [1.689, 0.950, 2.974], [2.384, 1.969, 1.914], [1.946, 1.967, 0.596], [2.978, 2.380, -0.170], [2.862, 2.796, -1.618], [4.115, 2.550, 0.642], [3.660, 2.400, 1.941], [4.307, 2.747, 3.271], [0.221, 1.632, 3.214], [-0.860, 1.259, 2.326], [-2.026, 1.484, 2.971], [-3.349, 1.128, 2.364], [-1.756, 2.004, 4.280], [-0.337, 2.076, 4.358], [0.472, 2.798, 5.410], [4.154, -3.387, 1.169], [3.934, -2.115, -0.059], [2.870, -3.633, 0.012], [1.522, -3.737, 2.767], [-0.813, -2.152, 3.869], [-0.120, -0.561, 4.556], [0.317, -2.148, 5.167], [2.185, 0.989, 4.081], [3.789, 3.265, -1.939], [2.070, 3.516, -1.607], [2.530, 1.936, -2.128], [5.092, 2.946, 0.266], [4.720, 3.797, 3.241], [5.122, 2.023, 3.601], [3.523, 2.720, 4.051], [-3.394, 1.434, 1.309], [-4.187, 1.571, 2.937], [-3.398, 0.035, 2.456], [-2.455, 2.160, 5.076], [-0.106, 2.720, 6.357], [0.629, 3.864, 5.081], [1.465, 2.285, 5.605], [-1.157, 4.591, 1.933], [-0.493, 4.700, -0.039], [-0.021, 5.909, -0.551], [-0.020, 6.219, -1.929], [-0.771, 5.434, -2.806], [-1.283, 4.187, -2.349], [-2.048, 3.416, -3.184], [-2.614, 2.233, -2.742], [-2.172, 1.755, -1.498], [-1.115, 2.345, -0.845], [-0.971, 3.776, -0.987], [0.388, 6.631, 0.180], [0.553, 7.067, -2.307], [-0.704, 5.655, -3.874], [-2.232, 3.802, -4.162], [-3.386, 1.715, -3.306], [-2.658, 0.806, -1.094], [1.591, 0.925, -4.768], [1.643, -0.277, -3.852], [2.487, -1.327, -4.097], [2.273, -2.501, -3.325], [2.881, -3.800, -3.744], [1.372, -2.493, -2.214], [0.636, -1.369, -1.853], [0.642, -0.290, -2.809], [-0.292, -1.277, -0.812], [-1.388, -2.242, -0.713], [-2.273, -2.399, -1.964], [-3.581, -3.226, -1.802], [-3.159, -4.617, -1.541], [-2.250, -4.565, -0.270], [-3.161, -4.147, 0.939], [-3.522, -2.659, 0.637], [-4.418, -2.677, -0.653], [-2.340, -1.690, 0.369], [-1.023, -3.657, -0.409], [0.578, 1.221, -4.835], [1.875, 0.530, -5.791], [2.291, 1.782, -4.554], [3.271, -1.231, -4.827], [3.252, -4.306, -2.841], [3.689, -3.625, -4.444], [2.151, -4.466, -4.164], [1.480, -3.245, -1.500], [-0.071, 0.625, -2.804], [-1.700, -2.830, -2.815], [-2.521, -1.358, -2.280], [-3.969, -2.965, -2.796], [-2.504, -5.008, -2.320], [-3.990, -5.309, -1.402], [-1.931, -5.597, -0.176], [-2.576, -4.237, 1.887], [-4.003, -4.877, 0.858], [-4.019, -2.190, 1.509], [-4.799, -1.648, -0.886], [-5.334, -3.300, -0.650], [-1.756, -1.551, 1.315], [-2.802, -0.707, 0.010], [-0.435, -4.020, -1.247], [-0.400, -3.711, 0.507]], "forces_ev_per_a": [[-2.0963, -1.2279, -0.8318], [-0.4894, -0.7715, -0.5775], [-2.1784, -0.6982, 1.4960], [0.4168, 1.9096, -0.6236], [0.9255, -0.2771, -0.8868], [0.0177, 0.3781, 1.2073], [-1.0496, -4.2713, -1.9999], [0.9272, 2.1303, 0.7967], [-0.4040, 3.7935, 1.3391], [0.0275, -1.1752, -0.1957], [1.8354, 1.0117, -0.1307], [0.5904, 0.1518, 0.9829], [0.0069, -0.0432, 2.1508], [0.3176, 1.2379, -0.6761], [0.6932, -0.3769, 0.8604], [0.5206, -0.1684, 0.3673], [-2.2060, -1.2692, -0.8115], [0.5558, 0.0422, 1.8453], [1.5796, 0.3524, 1.0234], [0.2076, 0.0255, 0.3464], [1.5561, -0.8556, -1.5645], [-0.6968, 0.5522, -0.2833], [0.4018, -0.7347, 0.4127], [0.5070, -0.1577, 0.1278], [-0.0823, -0.3252, -0.2320], [0.5469, 0.7325, 0.1248], [0.0882, -0.1574, 0.2363], [0.0430, 0.6904, -0.0993], [-0.4625, -0.6959, -0.3675], [0.4113, 0.2328, -0.6607], [0.2275, 0.2615, -0.4403], [-0.0753, -0.3586, -0.2825], [-0.5558, 0.6427, -0.4303], [-0.0853, -0.8561, -1.3954], [-1.1170, -0.4217, 0.6910], [-0.3009, -1.1757, -0.0476], [-0.9423, 0.9433, -0.6259], [0.4883, 0.0743, -0.3878], [-0.0308, -0.1276, 0.3151], [0.5208, -0.1963, -0.3834], [-0.3900, 0.1490, -0.3058], [-0.1734, 0.3546, 0.0998], [0.4273, 0.5048, -0.5173], [-0.1209, -1.0646, 0.5107], [-1.0967, 0.7636, -0.3867], [0.5149, 0.0385, -0.0443], [0.1168, 1.6420, -1.4747], [0.3497, -0.0523, 1.4424], [-0.6231, -0.6913, -0.7247], [1.8306, 0.3889, 0.7551], [1.3659, 2.0310, 1.8882], [-1.2700, -1.8309, -0.7120], [-0.3482, 1.0528, -0.0130], [-0.4409, -1.4119, -0.4449], [-0.5280, 0.3399, 3.3166], [-0.3994, -2.3752, -2.6851], [-0.3281, -0.2859, -0.5860], [-0.3569, -0.0728, 0.2291], [-0.5635, 0.0326, 0.2689], [-0.2074, 0.0898, -0.5909], [0.1908, 0.0551, -0.0418], [1.0990, 0.9707, -0.9000], [2.0335, -0.8488, -1.4761], [-1.7622, 1.6812, 1.3445], [-0.7080, -1.3186, 1.5145], [-0.9692, 0.7368, 0.2629], [0.7029, 0.2219, 1.1799], [1.9215, 1.3483, -1.6055], [-1.7987, 1.2025, -1.9680], [1.3074, 0.5801, -0.4997], [0.2019, 0.2212, 0.4793], [-1.0690, 0.5943, 0.0362], [0.4332, 1.7220, -0.8849], [1.2982, 2.4335, -0.9090], [1.1644, -0.4950, 0.5625], [-1.0809, -0.5112, 0.4102], [1.5786, 0.2175, -1.0493], [-1.3679, -0.1056, 0.1487], [-0.5206, 0.7476, -0.1654], [0.0033, -0.3622, -0.0800], [0.4962, -1.0104, 0.7521], [-0.9336, 0.8234, -0.0487], [-0.2523, 0.7339, 0.8953], [-0.8065, -0.8518, 0.0984], [0.0317, -0.3209, -0.4066], [0.2183, -0.0668, -0.2982], [0.1853, -0.2210, -0.1350], [-0.4203, -0.2034, -0.4391], [-0.2408, -1.5143, 0.6985], [1.0794, -1.8683, 0.4019], [-0.1127, 0.1730, 0.4938], [-0.0574, -0.5429, 0.0168], [-0.9539, -0.8940, 0.2767], [-0.2481, 0.0058, -0.3993], [-0.0152, -0.0802, 0.1144], [0.3445, -0.2439, 0.5235], [-0.6294, -0.0959, -0.5017], [0.2493, 0.9762, 0.7478], [-0.3756, -0.4733, -0.4644], [0.5146, -0.6581, 0.1481], [0.3716, 0.1390, 0.8045], [-0.3607, 0.1366, -0.4778], [0.7864, -1.1898, 0.6829], [0.2435, -0.1825, -0.0072], [-0.1707, -0.0856, -0.2501]]}

(2)
{"formula": "H20NO13", "method": "wB97M-V/def2-TZVPD", "e_tot_ha": -1044.6649, "total_charge": -1, "spin_multiplicity": 1, "relative_energy_kj_mol": 641.17, "symbols": ["N", "O", "O", "O", "O", "H", "H", "O", "H", "H", "O", "H", "H", "O", "H", "H", "O", "H", "H", "O", "H", "H", "O", "H", "H", "O", "H", "H", "O", "H", "H", "O", "H", "H"], "xyz": [[0.403, -0.013, -0.253], [0.088, -0.764, -1.271], [-0.374, 0.037, 0.778], [1.262, 0.825, -0.490], [1.887, 0.996, -3.273], [1.346, 0.736, -4.104], [1.493, 0.728, -2.608], [-2.705, -1.777, -2.009], [-2.117, -1.731, -1.218], [-3.043, -0.836, -2.209], [0.765, 0.663, 3.386], [1.026, 0.073, 4.189], [0.176, 0.302, 2.881], [-2.605, 2.218, 1.409], [-2.050, 1.409, 1.288], [-2.376, 2.743, 0.595], [-2.327, -1.896, 0.873], [-1.581, -1.283, 0.745], [-3.146, -1.408, 1.039], [2.638, 1.628, 2.460], [2.239, 1.713, 1.564], [1.729, 1.601, 2.725], [-0.911, 1.604, -3.279], [-0.385, 0.644, -2.909], [-0.099, 1.960, -3.731], [2.591, 2.572, -0.581], [1.932, 1.984, -0.631], [3.231, 1.978, -0.940], [-0.065, -2.151, 2.861], [-0.624, -2.222, 2.163], [-0.292, -2.620, 3.527], [0.476, -3.474, -1.184], [0.314, -2.622, -1.275], [1.104, -3.612, -0.519]], "forces_ev_per_a": [[-3.2207, 0.2078, -2.4814], [0.2350, 0.5312, 2.4136], [2.0435, -0.5168, -1.5624], [-1.5449, -3.1351, 1.7657], [5.0399, 3.6500, -12.9262], [1.6153, 0.3799, 2.3732], [-6.0021, -4.3191, 10.3250], [-0.5650, 1.9953, -0.2439], [-0.7750, 0.1839, -0.8235], [1.1430, -2.2313, 0.7387], [4.3335, 1.6041, 8.1145], [-1.0078, 1.4618, -2.7701], [-5.4645, -4.0963, -4.4226], [0.8811, -0.1801, -1.4664], [-0.4526, 0.8929, 0.1755], [-0.3413, -0.7387, 1.2382], [-0.1104, -0.5774, 0.2143], [-0.3797, 0.5946, 0.0407], [0.5735, 0.1011, -0.1388], [0.8524, 1.2256, -2.5432], [2.0443, 0.1768, -0.6193], [-0.4861, -0.2896, 2.3276], [3.5828, -3.9999, 0.7880], [-2.9323, 3.9539, -1.1757], [-1.2886, 0.0839, 0.7310], [4.5395, 4.8073, 0.0689], [-3.8678, -1.2844, 0.0848], [1.5809, -0.0246, -0.4157], [5.5825, 5.5147, -3.5829], [-2.9287, -0.6276, -2.9285], [-2.7400, -5.0772, 6.6703], [-0.2025, -6.6575, -0.9049], [-1.0496, 6.4128, -0.4950], [1.3122, -0.0221, 1.4305]]}